{"formula": "C5H16NO2PSi", "method": "the ωB97M-V functional and the def2-TZVPD basis", "elements": ["C", "O", "P", "N", "Si", "C", "C", "C", "O", "C", "H", "H", "H", "H", "H", "H", "H", "H", "H", "H", "H", "H", "H", "H", "H", "H"], "coordinates": [[-2.24657, -2.15716, 1.44602], [-2.56248, -0.94341, 0.72640], [-1.57726, -0.18178, -0.24904], [-0.13534, -0.70840, -0.14335], [1.44526, -0.00390, 0.06640], [2.13327, -0.05226, 1.82536], [1.78052, 1.91750, -0.30824], [2.44608, -1.11078, -1.15775], [-1.93304, 1.28692, 0.19013], [-3.31803, 1.65710, 0.19076], [-2.53414, -2.99899, 0.70102], [-2.83036, -2.04416, 2.44782], [-1.11490, -2.18406, 1.57904], [-2.43109, -0.17749, -1.65444], [1.80927, -1.07742, 2.26618], [3.19545, 0.12646, 1.75995], [1.89460, 0.83352, 2.57427], [1.05570, 2.52016, 0.29316], [2.80674, 2.21714, 0.04740], [1.72889, 2.14998, -1.32617], [2.00601, -1.34291, -2.14723], [3.50091, -0.66657, -1.35627], [2.62017, -2.11769, -0.69927], [-3.38023, 2.61732, 0.72990], [-4.05151, 0.84730, 0.55972], [-3.69494, 1.78175, -0.82904]], "atomic_forces_ev_per_a": [[0.299, -0.170, -0.508], [-0.454, -0.694, 0.182], [-0.773, -0.799, -1.567], [-0.461, 1.510, -0.028], [0.526, 0.879, -1.121], [-1.525, -0.095, 1.691], [-0.070, -1.096, 2.225], [1.883, 0.167, 0.336], [-0.145, 0.828, 0.100], [-1.454, -0.464, -0.043], [0.205, 0.956, 1.962], [1.092, -0.803, -1.949], [-1.544, -0.120, 0.167], [1.806, -0.360, 2.378], [1.056, 1.756, -0.262], [0.655, -0.797, -0.143], [-0.387, -1.848, -1.631], [0.437, -0.357, -0.610], [-0.888, -0.549, -0.232], [-0.302, 0.540, -1.609], [-0.117, 0.533, 0.596], [-1.615, -0.716, 0.326], [-0.084, 0.734, -0.164], [-0.152, -0.676, -0.154], [1.570, 1.259, 0.229], [0.442, 0.380, -0.170]], "orbital_gap_ha": 0.37167, "de_lowest_kcal_mol": 0.0, "fmax_ev_per_a": 3.01, "energy_ev": -28196.5636, "smiles": "CO[PH](=N[Si](C)(C)C)OC"}

=====

{"formula": "C5H16NO2S", "method": "the ωB97M-V functional and the def2-TZVPD basis", "elements": ["C", "N", "C", "C", "S", "C", "C", "H", "H", "H", "H", "H", "H", "H", "H", "H", "H", "H", "H", "H", "H", "O", "H", "H", "O"], "coordinates": [[-0.05717, -0.42797, 1.12765], [0.33538, 0.90054, 0.54452], [1.01438, 0.75930, -0.85081], [0.53318, 0.09522, -2.09323], [2.01168, -0.78690, -2.82335], [-1.44855, -0.47670, 1.74191], [-2.52375, -0.50991, 0.77603], [0.64675, -0.54756, 1.94800], [0.03701, -1.19250, 0.27326], [-0.36822, 1.57117, 0.46911], [2.02931, 0.49395, -0.57501], [1.17999, 1.84599, -1.10000], [-0.36223, -0.40207, -1.92194], [0.23904, 0.61838, -2.89988], [-1.62290, 0.09133, 2.70245], [-1.43386, -1.35645, 2.35723], [-2.31788, 0.29471, 0.08081], [-2.36077, -1.19700, -0.05349], [-3.48089, -0.34442, 1.16521], [0.82493, 3.38623, 0.44443], [1.83565, 2.94258, 1.61392], [1.46950, 3.65664, 1.07895], [1.71576, -3.34188, -0.67517], [1.10681, -2.65974, -2.04708], [0.99683, -3.41295, -1.28352]], "atomic_forces_ev_per_a": [[0.075, 1.155, -0.778], [1.496, -2.566, -2.406], [0.861, 4.186, 2.604], [2.141, -2.303, 1.491], [-1.162, 0.062, 0.313], [1.428, -0.885, 2.765], [0.749, 1.301, -2.713], [0.280, -0.775, -0.230], [-0.092, 0.631, 1.661], [-1.788, 0.782, 0.028], [0.113, -0.651, -0.229], [-0.061, -0.826, 0.043], [-1.269, -2.304, 0.553], [-0.592, 3.095, -2.519], [0.307, 1.099, -1.570], [0.032, -1.597, -0.278], [-0.397, 1.442, 0.115], [-0.633, -1.493, 0.783], [-1.542, -0.404, 0.245], [-0.284, -0.895, -0.121], [-0.696, -0.291, -0.656], [1.048, 1.400, 0.814], [0.872, 0.354, 0.345], [0.091, -2.625, 2.817], [-0.977, 2.113, -3.078]], "orbital_gap_ha": [0.36771, 0.24746], "s_squared": 0.753, "fmax_ev_per_a": 5.00, "energy_ev": -21860.7550, "multiplicity": 2}